Entry 1:
This record from the OMol25 dataset describes the molecule C3H6N2O2 at a distorted geometry. The level of theory is wB97M-V/def2-TZVPD.

## Properties
Electronic energy ... -377.7566 Ha
M ... 102.1 g mol⁻¹
Frontier orbital gap ... 8.3 eV
HOMO ... -0.32105 Ha
Energy above the lowest of the compared OMol25 structures with the same formula, charge and spin ... 5.5161 eV
Total charge ... 0

Geometry as XYZ:
```
13
Properties=species:S:1:pos:R:3:forces:R:3:mulliken_charge:R:1
C 1.017 1.100 0.250 2.383 -1.158 -0.727 -1.00
C -0.112 0.222 -0.235 0.736 -0.108 2.488 -0.17
C -0.681 -0.711 0.554 -0.986 -0.802 -2.547 0.20
N -1.588 -1.662 -0.018 1.627 2.851 1.250 -0.41
N -0.394 -0.918 1.968 -0.435 -0.074 -0.515 0.98
O 0.245 -0.051 2.555 -0.861 -1.341 0.498 -0.60
O -0.875 -1.954 2.427 0.755 0.981 0.474 -0.62
H 0.862 2.130 0.236 -1.494 1.963 0.782 0.33
H 1.454 0.807 1.296 -0.661 0.581 -2.653 0.28
H 1.803 1.251 -0.583 -0.553 -1.385 1.098 0.28
H -0.486 0.190 -1.241 0.242 0.412 -0.393 0.32
H -1.566 -1.795 -0.993 0.062 -0.327 -0.680 0.18
H -1.952 -2.303 0.605 -0.814 -1.592 0.925 0.22
```
Positions in Å, forces in eV/Å.

Entry 2:
This record from the OMol25 dataset describes a structure of composition C39H43BrN9O4Sn. The level of theory is wB97M-V/def2-TZVPD.

## Properties
Electronic energy ... -5093.7603 Ha
M ... 900.4 g mol⁻¹
Frontier orbital gap ... 6.6 eV
HOMO ... -0.35588 Ha
Energy above the lowest of the compared OMol25 structures with the same formula, charge and spin ... 0.4077 eV
Total charge ... +1

Geometry as XYZ:
```
97
Properties=species:S:1:pos:R:3:forces:R:3:mulliken_charge:R:1
Sn 0.716 0.855 -0.175 0.339 -0.404 0.150 1.62
O 0.981 1.058 2.278 -0.198 -0.192 -0.204 -0.38
C 1.966 1.231 3.010 0.250 0.002 0.076 -0.45
C 3.330 1.407 2.628 -0.088 -0.071 -0.220 0.99
C 4.286 1.430 3.656 0.004 -0.031 0.246 -0.48
C 5.616 1.467 3.363 -0.034 -0.058 -0.135 -0.57
C 6.057 1.497 2.023 0.028 0.011 0.121 -0.38
C 5.150 1.509 1.006 -0.029 -0.002 -0.137 -0.77
C 3.744 1.477 1.254 -0.015 -0.030 0.189 -0.02
O 2.914 1.509 0.285 -0.321 -0.123 -0.274 -0.41
N 6.596 1.436 4.448 0.170 0.178 0.258 1.02
O 6.178 1.420 5.595 0.037 -0.047 -0.329 -0.62
O 7.774 1.443 4.143 -0.258 -0.047 -0.001 -0.62
H 1.791 1.225 4.099 -0.023 0.020 -0.022 0.29
H 3.972 1.401 4.693 0.014 -0.032 -0.010 0.54
H 7.122 1.511 1.831 -0.024 0.003 -0.021 0.52
H 5.466 1.532 -0.031 0.008 0.029 0.082 0.46
Br 1.078 -2.803 -7.182 0.027 0.033 -0.009 -0.17
C 0.903 -1.434 -5.894 -0.056 -0.092 0.006 -0.01
C -0.002 -0.408 -6.107 -0.051 0.016 -0.046 -0.85
C -0.158 0.575 -5.144 -0.102 0.032 0.065 -0.19
C 0.587 0.531 -3.968 0.006 -0.109 -0.228 -0.09
C 1.477 -0.522 -3.763 0.020 0.225 0.147 -0.07
C 1.651 -1.495 -4.729 -0.006 -0.123 0.034 -0.65
N 0.511 1.530 -2.971 0.074 -0.055 0.165 0.43
C 0.348 2.738 -3.306 0.047 -0.048 -0.136 -0.53
C 0.363 3.832 -2.323 -0.048 0.115 0.162 0.13
C 0.242 5.143 -2.763 -0.016 0.087 -0.080 -0.87
C 0.343 6.176 -1.844 -0.010 -0.015 0.038 -0.45
C 0.595 5.866 -0.520 0.018 0.057 0.017 -0.96
C 0.686 4.528 -0.163 0.074 -0.092 -0.037 -0.34
N 0.551 3.530 -1.031 0.146 -0.099 0.063 0.34
H -0.584 -0.380 -7.020 0.003 -0.006 0.060 0.43
H -0.887 1.362 -5.301 0.022 -0.043 0.013 0.45
H 2.068 -0.535 -2.854 -0.025 -0.069 -0.024 0.39
H 2.354 -2.304 -4.578 -0.030 0.040 0.005 0.47
H 0.263 3.038 -4.354 -0.002 0.035 -0.004 0.53
H 0.082 5.354 -3.813 -0.003 -0.059 0.046 0.46
H 0.234 7.206 -2.158 0.047 -0.008 -0.021 0.44
H 0.725 6.641 0.224 -0.038 -0.064 -0.012 0.44
H 0.877 4.238 0.866 0.014 0.086 -0.063 0.56
C -2.365 1.699 3.285 -0.043 -0.015 -0.059 -0.97
N -2.351 1.855 1.832 0.160 0.011 0.201 0.17
C -1.400 2.835 1.356 -0.214 -0.151 -0.039 -1.16
C -2.672 0.785 1.027 -0.049 -0.149 -0.027 -0.51
N -1.806 0.373 0.134 0.137 0.148 0.181 1.38
C -2.242 -0.267 -1.051 -0.294 -0.041 -0.194 -0.12
C -3.173 0.404 -1.817 0.247 0.083 0.116 -0.56
C -3.725 -0.143 -2.984 -0.038 -0.013 -0.047 -1.49
C -3.367 -1.400 -3.363 -0.035 0.046 -0.015 -0.84
C -2.424 -2.140 -2.609 0.117 0.063 0.090 1.45
C -2.168 -3.475 -2.999 -0.005 0.013 -0.113 -0.99
C -1.285 -4.238 -2.301 0.047 -0.053 -0.076 -1.36
C -0.590 -3.674 -1.225 -0.015 -0.039 0.043 -0.34
C -0.800 -2.382 -0.787 0.181 0.003 0.186 0.08
N 0.085 -1.909 0.215 -0.173 0.173 0.022 1.05
C 0.367 -2.697 1.231 0.056 -0.021 -0.233 -0.60
N -0.529 -3.474 1.895 -0.077 -0.141 0.245 0.52
C -0.136 -4.704 2.575 -0.115 0.073 -0.107 -1.27
C -1.953 -3.221 1.872 0.198 0.039 -0.007 -0.89
N 1.651 -2.809 1.685 0.056 0.400 -0.102 0.39
C 2.760 -2.709 0.750 -0.065 -0.066 0.056 -0.89
C 1.969 -2.718 3.102 -0.011 -0.172 -0.059 -1.29
C -1.778 -1.565 -1.465 -0.094 -0.126 0.009 -0.02
N -3.906 0.252 1.265 0.046 0.039 0.063 0.47
C -4.336 -1.055 0.797 -0.010 0.062 -0.141 -0.97
C -4.974 1.008 1.909 -0.010 -0.003 -0.136 -1.30
H -2.723 2.614 3.760 -0.023 -0.018 -0.009 0.29
H -1.355 1.486 3.649 -0.017 0.001 -0.027 0.10
H -3.015 0.877 3.576 0.036 0.043 -0.022 0.41
H -1.621 3.792 1.832 0.031 0.044 0.013 0.51
H -1.493 2.953 0.279 -0.101 0.001 0.053 0.50
H -0.367 2.564 1.602 -0.131 0.120 0.069 -0.20
H -3.488 1.388 -1.485 0.006 -0.023 0.005 0.60
H -4.451 0.426 -3.552 0.031 -0.024 0.009 0.42
H -3.802 -1.865 -4.240 0.008 0.020 0.051 0.45
H -2.691 -3.870 -3.863 0.027 0.018 0.043 0.48
H -1.084 -5.262 -2.596 -0.007 0.050 0.028 0.39
H 0.175 -4.264 -0.729 -0.036 0.025 -0.013 0.49
H 0.844 -5.026 2.236 0.018 0.003 -0.012 0.39
H -0.859 -5.484 2.331 -0.005 0.010 -0.014 0.42
H -0.118 -4.579 3.660 -0.001 -0.016 0.000 0.33
H -2.127 -2.181 1.627 0.131 0.112 0.055 -0.05
H -2.364 -3.423 2.863 -0.022 0.001 0.006 0.59
H -2.468 -3.848 1.140 -0.014 -0.033 -0.052 0.32
H 2.411 -2.927 -0.257 -0.030 0.039 0.027 0.21
H 3.520 -3.447 1.019 -0.018 0.025 0.017 0.43
H 3.229 -1.726 0.753 0.058 0.232 0.029 0.16
H 2.231 -3.687 3.537 0.014 0.040 0.006 0.30
H 1.126 -2.300 3.651 -0.009 -0.052 -0.021 0.40
H 2.823 -2.055 3.230 0.076 0.121 0.008 0.44
H -3.491 -1.667 0.520 -0.048 -0.006 -0.085 0.08
H -4.988 -0.969 -0.077 -0.022 0.030 0.019 0.34
H -4.886 -1.552 1.598 0.017 0.003 0.019 0.45
H -4.709 2.056 1.985 0.021 0.027 0.008 0.40
H -5.195 0.618 2.905 0.012 -0.003 0.002 0.36
H -5.881 0.919 1.306 0.033 -0.002 -0.002 0.39
```
Positions in Å, forces in eV/Å.

Entry 3:
This record from the OMol25 dataset describes the molecule C6H9BrN3O2PS. The level of theory is wB97M-V/def2-TZVPD.

## Properties
Electronic energy ... -3862.1951 Ha
M ... 298.1 g mol⁻¹
Frontier orbital gap ... 9.3 eV
HOMO ... -0.35006 Ha
Energy above the lowest of the compared OMol25 structures with the same formula, charge and spin ... 0.0000 eV
Total charge ... 0

Geometry as XYZ:
```
23
Properties=species:S:1:pos:R:3:forces:R:3:mulliken_charge:R:1
N -1.902 2.757 0.148 -0.160 0.276 -0.031 -0.40
C -1.602 1.665 -0.019 0.190 -0.373 0.108 -0.12
C -1.195 0.275 -0.255 0.081 0.115 -0.169 0.27
Br -2.469 -0.843 0.743 -0.077 -0.055 0.020 0.05
C -1.415 -0.025 -1.772 -0.124 0.007 -0.112 -0.71
N -1.365 -1.403 -2.204 0.339 0.053 0.072 -0.55
C 0.246 0.048 0.279 0.054 -0.071 0.097 1.25
C 0.772 -1.254 -0.144 -0.272 0.338 -0.011 -0.42
N 1.234 -2.240 -0.501 0.208 -0.280 0.013 -0.50
C 0.348 0.126 1.823 -0.042 -0.058 -0.069 -1.20
O 1.704 -0.090 2.174 -0.126 0.130 0.167 -0.19
O 1.745 -1.212 3.067 0.121 -0.009 -0.136 -0.39
P 1.484 1.335 -0.395 0.138 0.274 0.256 0.23
S 1.697 2.979 0.575 -0.111 -0.144 -0.109 -0.32
H -2.388 0.408 -2.023 0.047 -0.017 0.121 0.37
H -0.670 0.553 -2.326 -0.123 -0.028 -0.010 0.39
H -0.440 -1.660 -2.527 -0.079 0.004 0.073 0.31
H -1.609 -2.051 -1.464 -0.186 0.028 -0.105 0.28
H -0.268 -0.652 2.269 0.073 0.088 0.003 0.62
H 0.023 1.111 2.172 0.068 -0.049 -0.080 0.52
H 2.377 -1.777 2.600 -0.050 -0.074 0.031 0.34
H 2.619 0.522 -0.485 -0.010 -0.105 -0.090 0.11
H 1.073 1.428 -1.734 0.041 -0.052 -0.039 0.05
```
Positions in Å, forces in eV/Å.